No. 1
DFT (ωB97M-V with the def2-TZVPD basis set) results for a structure of composition C30H58Br2FINbO6 at a distorted geometry.

Each line ends with the Löwdin charge.
Atoms and positions in Å:
C -3.237 1.284 3.895  -0.08
C -4.041 2.428 3.244  -0.15
C -4.823 2.009 2.018  -0.51
O -5.965 1.634 2.060  0.11
O -4.190 2.146 0.829  -0.03
C -2.904 1.476 0.700  -0.28
C -2.413 1.625 -0.733  -0.35
Nb -0.333 2.558 -0.861  1.36
I 0.185 0.638 -2.879  0.16
C 0.672 1.281 0.722  -0.36
C 1.766 0.242 0.401  -0.30
C 1.288 -1.235 0.300  -0.21
C -0.224 -1.460 0.189  -0.25
C -0.605 -2.683 -0.639  -0.19
C -2.080 -2.711 -0.963  -0.25
O -2.838 -2.923 0.217  -0.19
C -4.203 -2.631 0.038  -0.12
C 1.736 3.459 -1.101  -0.36
C 2.176 4.580 -0.173  -0.50
C 3.401 5.344 -0.634  -0.07
F 2.495 4.027 1.095  -0.11
C -1.199 4.128 0.493  -0.82
Br -0.593 4.088 2.294  0.73
C -2.126 5.028 0.158  -0.85
C -2.785 5.187 -1.191  -0.18
Br -2.835 6.295 1.415  0.66
H -3.649 0.308 3.628  0.08
H -2.194 1.295 3.574  0.06
H -3.255 1.381 4.981  0.07
H -3.383 3.262 2.988  0.07
H -4.790 2.786 3.954  0.11
H -3.032 0.422 0.972  0.12
H -2.225 1.926 1.429  0.04
H -2.467 0.664 -1.251  -0.02
H -3.122 2.270 -1.265  0.04
H -0.661 3.611 -2.337  -0.08
H -0.103 0.825 1.351  0.04
H 1.134 2.071 1.325  -0.01
H 2.294 0.518 -0.517  0.04
H 2.527 0.282 1.191  0.09
H 1.652 -1.774 1.184  0.11
H 1.770 -1.715 -0.559  0.07
H -0.648 -1.593 1.191  0.12
H -0.693 -0.590 -0.271  0.03
H -0.069 -2.632 -1.594  0.09
H -0.321 -3.603 -0.115  0.12
H -2.359 -1.744 -1.410  0.11
H -2.324 -3.489 -1.703  0.11
H -4.702 -2.776 0.998  0.09
H -4.669 -3.290 -0.709  0.08
H -4.348 -1.591 -0.281  0.08
H 1.763 3.865 -2.121  0.02
H 2.531 2.700 -1.060  0.04
H 1.360 5.294 -0.007  0.11
H 4.206 4.649 -0.890  0.08
H 3.743 6.026 0.149  0.07
H 3.147 5.941 -1.514  0.08
H -2.030 5.312 -1.971  0.05
H -3.439 6.055 -1.197  0.04
H -3.381 4.303 -1.425  0.06
C 4.502 -3.535 -2.989  -0.17
C 3.596 -2.833 -4.001  -0.16
C 2.231 -3.394 -3.624  -0.21
O 2.274 -3.650 -2.222  -0.16
C 3.615 -3.554 -1.748  -0.20
H 5.448 -3.022 -2.818  0.11
H 4.719 -4.554 -3.317  0.11
H 3.613 -1.753 -3.839  0.12
H 3.858 -3.029 -5.039  0.11
H 2.029 -4.336 -4.149  0.10
H 1.419 -2.696 -3.833  0.10
H 3.725 -2.631 -1.167  0.11
H 3.814 -4.401 -1.090  0.12
C 3.064 3.165 6.879  -0.17
C 3.022 3.144 5.351  -0.16
C 1.600 2.665 5.091  -0.20
O 0.811 3.157 6.179  -0.14
C 1.657 3.648 7.213  -0.22
H 3.838 3.813 7.289  0.11
H 3.221 2.156 7.267  0.11
H 3.159 4.151 4.953  0.12
H 3.769 2.495 4.898  0.11
H 1.545 1.571 5.076  0.12
H 1.193 3.043 4.155  0.05
H 1.611 4.743 7.227  0.11
H 1.291 3.277 8.172  0.11
C -1.768 -6.376 -4.548  -0.17
C -0.724 -5.878 -3.550  -0.17
C 0.418 -6.856 -3.788  -0.20
O 0.348 -7.222 -5.169  -0.14
C -0.890 -6.780 -5.726  -0.21
H -2.510 -5.625 -4.815  0.11
H -2.292 -7.247 -4.147  0.11
H -0.414 -4.862 -3.803  0.11
H -1.065 -5.878 -2.516  0.11
H 0.302 -7.756 -3.173  0.12
H 1.399 -6.426 -3.585  0.10
H -0.702 -5.927 -6.387  0.12
H -1.313 -7.590 -6.322  0.11

Summary:
M = 913.40 g mol⁻¹
Electronic energy = -7231.7491 Ha
HOMO = -5.2 eV
Orbital gap = 6.73 eV
Net charge = -1

=====

No. 2
DFT (ωB97M-V with the def2-TZVPD basis set) results for a cluster of 2 separate species, C4H8S2 in total at a distorted geometry.

Each line ends with the Löwdin charge.
Atoms and positions in Å:
C 1.616 0.388 -0.344  -0.06
C 0.451 0.245 0.164  -0.14
C -1.062 -1.223 1.476  -0.10
C -0.494 0.177 1.251  -0.28
S 0.629 0.723 -3.396  0.19
S -0.893 0.019 -2.358  0.06
H 1.762 0.467 -1.426  -0.05
H 2.542 0.458 0.211  0.08
H -0.259 -1.942 1.631  0.08
H -1.643 -1.532 0.612  0.07
H -1.704 -1.221 2.352  0.07
H -1.307 0.885 1.074  0.12
H 0.038 0.509 2.155  0.13
H 0.325 2.048 -3.403  -0.17

Summary:
M = 120.24 g mol⁻¹
Electronic energy = -953.4666 Ha
HOMO (spin up / spin down) = -7.8 / -8.1 eV
ΔE to the lowest compared entry with this formula, charge and spin = 3.265 eV
Orbital gap (spin up / spin down) = 6.98 / 7.98 eV
Net charge = 0

=====

No. 3
DFT (ωB97M-V with the def2-TZVPD basis set) results for an isolated molecule of CH5BrP2 at a distorted geometry.

Each line ends with the Löwdin charge.
Atoms and positions in Å:
C 0.877 0.938 0.106  -0.38
P -0.481 -0.253 -0.175  0.08
P 0.321 -2.039 0.464  0.50
Br -2.566 0.658 0.458  -0.02
H 0.784 1.391 1.094  0.04
H 0.946 1.709 -0.658  0.04
H 1.783 0.327 0.094  0.01
H -0.800 -0.027 -1.518  -0.06
H -0.864 -2.704 0.135  -0.20

Summary:
Expectation value of S² = 2.01
M = 158.90 g mol⁻¹
Electronic energy = -3297.7072 Ha
HOMO (spin up / spin down) = -5.8 / -9.7 eV
ΔE to the lowest compared entry with this formula, charge and spin = 1.027 eV
Orbital gap (spin up / spin down) = 6.62 / 7.15 eV
Net charge = 0
Multiplicity = 3

=====

No. 4
DFT (ωB97M-V with the def2-TZVPD basis set) results for a structure of composition C5H8N2O at a distorted geometry.

Each line ends with the Löwdin charge.
Atoms and positions in Å:
C 0.182 1.353 -1.030  -0.14
C 0.600 -1.874 0.456  -0.06
C 0.665 -0.828 1.355  0.02
N 0.128 -0.042 -1.484  0.02
C -0.650 -0.625 -0.410  -0.53
C -0.485 0.993 0.284  -0.30
N -1.074 1.601 1.199  0.15
O -1.761 -1.123 -0.481  0.04
H -0.234 -0.257 -2.403  0.12
H -1.022 2.621 1.127  0.06
H 1.204 1.728 -0.924  0.11
H -0.397 2.064 -1.632  0.12
H -0.018 -2.732 0.673  0.09
H 1.410 -2.025 -0.245  0.09
H -0.014 -0.754 2.191  0.10
H 1.466 -0.100 1.325  0.10

Summary:
M = 112.13 g mol⁻¹
Electronic energy = -379.9043 Ha
HOMO = -8.1 eV
ΔE to the lowest compared entry with this formula, charge and spin = 5.003 eV
Orbital gap = 8.20 eV
Net charge = 0